{
  "formula": "C3H11NO",
  "method": "ωB97M-V with the def2-TZVPD basis set",
  "species": ["C", "N", "H", "H", "H", "H", "H", "H", "C", "O", "C", "H", "H", "H", "H", "H"],
  "xyz": [[-1.82533, 0.89252, -0.44394], [0.80388, -0.36631, -2.19845], [-1.95540, 0.19709, -1.28110], [-1.73658, 1.85527, -0.88286], [-2.61178, 0.69202, 0.37889], [0.23935, 0.38086, -1.65092], [0.79796, -0.17118, -3.20921], [1.79767, -0.20047, -1.99766], [-0.16168, -0.46648, 1.18469], [-0.44940, 0.52317, 0.19958], [1.27436, -0.42380, 1.70686], [-0.82179, -0.18633, 2.09030], [-0.35309, -1.50902, 0.71266], [1.68410, -1.17237, 2.44944], [1.92102, -0.67785, 0.80769], [1.39671, 0.63290, 2.13403]],
  "forces_ev_per_a": [[1.3, -3.7, 3.0], [-0.2, 1.5, 0.1], [-0.2, -0.1, 0.3], [0.1, 1.0, 0.4], [1.0, 0.8, -1.6], [1.6, -1.7, -1.3], [-0.5, 0.0, 0.5], [-0.5, 0.0, 0.4], [-2.5, -1.4, 0.9], [-0.3, 2.0, -1.3], [1.3, 1.0, -1.1], [0.5, -1.1, -1.2], [-0.1, 1.5, 1.1], [-1.5, 0.7, -0.5], [-0.4, 1.1, 0.9], [0.5, -1.5, -0.8]],
  "e_lumo_ev": 1.08,
  "total_charge": 0,
  "orbital_gap_ev": 10.7,
  "largest_force_ev_per_a": 4.89,
  "relative_energy_kj_mol": 217.8,
  "smiles": "CCOC.N",
  "homo_ev": -9.62
}